Record 1
A 2-piece molecular cluster, C14H30BrFN2O4S2 overall in a non-equilibrium geometry. Source: the Open Molecules 2025 dataset; level of theory: ωB97M-V with the def2-TZVPD basis set.

Calculated values
Max |F|, hartree/bohr: 0.1332
M, g/mol: 453.440
Energy, eV: -120597.3914
HOMO energy, eV: -7.95

Atoms and positions in Å:
H 2.77 5.15 3.56
O 2.97 1.09 2.03
O 2.93 2.55 4.06
S -0.27 2.38 1.31
H -0.16 -5.53 -0.36
C -2.42 -3.27 -3.51
Br 4.84 3.43 1.07
H -2.37 -2.94 -0.26
C -1.30 3.96 1.29
H 2.48 -1.86 0.53
H -2.96 4.38 2.86
C 2.00 6.45 1.76
C -0.94 -3.33 -3.83
H -1.16 -1.01 -0.21
H 4.09 5.71 2.30
H -0.66 4.77 0.69
H -0.51 -2.33 -3.90
C -0.29 -4.14 -2.71
H -1.94 -5.62 -0.10
O -1.32 1.20 1.30
C -1.14 -5.54 -0.84
H -2.75 -5.27 -2.79
C -1.32 -3.09 -0.54
C 2.99 5.27 2.42
F -2.53 3.64 0.48
S 2.32 2.38 2.61
H 2.64 7.28 1.18
O 0.59 2.17 0.04
H -2.70 -2.26 -3.19
N -1.32 -4.22 -1.60
H -1.34 3.85 3.67
H -1.05 -1.39 -1.89
H -1.21 -6.37 -1.55
H 1.34 -3.20 0.53
C -2.64 -4.26 -2.39
C 0.80 -1.56 -0.80
H 1.32 -1.99 -1.66
H 2.33 4.03 0.60
H 1.47 7.04 2.65
H 1.19 6.00 1.01
C -1.79 4.46 2.77
C -0.72 -1.73 -0.91
H -0.84 -3.48 0.36
H -1.52 5.61 2.85
H -3.04 -3.51 -4.38
H -0.76 -3.82 -4.80
H -0.11 -5.16 -3.07
H 0.93 -1.69 1.37
H -3.48 -4.03 -1.73
C 1.41 -2.11 0.48
H 0.66 -3.76 -2.33
N 0.60 2.28 2.82
C 2.92 3.85 1.60
H 1.02 -0.48 -0.84

natural (NBO) atomic charge list, values in e, 8 entries:
1 H 0.2609
2 O -0.9229
3 O -0.9266
4 S 1.9983
5 H 0.2349
6 C -0.4325
7 Br 0.0158
8 H 0.2233


Record 2
C26H44EuGeN3P2S5SbSe as an isolated structure in a non-equilibrium geometry. Source: the Open Molecules 2025 dataset; level of theory: ωB97M-V with the def2-TZVPD basis set.

Calculated values
Max |F|, hartree/bohr: 0.0616
M, g/mol: 1046.236
Energy, eV: -252633.6549
Net charge: -1
Spin multiplicity: 7
Energy above the lowest of the compared OMol25 structures with the same formula, charge and spin, kcal/mol: 37.02
HOMO energy (spin up / spin down), eV: -4.29 / -4.30

Atoms and positions in Å:
C -0.52 -4.02 -5.27
C 0.14 -3.04 -4.50
H -5.07 -0.54 5.43
H -0.93 -4.25 -1.27
Sb 2.94 4.03 -1.82
H -4.53 -1.29 3.09
C 3.80 -3.14 0.76
N 0.40 -3.23 -3.12
C -1.26 -2.55 1.61
H 2.06 -1.33 2.66
C -0.33 -2.68 -7.23
H -1.33 -4.57 -7.14
H -1.89 -4.50 1.02
P 3.53 -1.80 -0.39
S 3.11 1.63 -2.27
H 4.79 -3.06 1.20
H -1.67 -2.49 2.62
H -3.93 3.26 -0.97
H 2.03 2.41 3.27
H -4.47 0.37 0.72
H 3.82 2.69 2.65
C -1.92 4.65 2.43
C 2.42 -0.33 2.97
H 3.21 -0.30 3.67
N 0.86 -0.97 -2.61
Se -2.01 0.65 -2.10
H -2.49 3.87 -0.54
C -0.57 -1.37 1.19
H -5.50 0.18 3.12
H -0.19 -4.01 -2.82
H 4.83 1.45 0.66
H -0.37 -0.48 1.85
H 5.69 -1.09 0.58
H -3.22 1.47 2.85
Eu 0.82 1.21 -0.95
C -4.49 -0.24 3.34
C -1.36 -3.58 0.74
C -4.27 -0.08 4.83
S 0.88 3.77 -0.46
N -0.07 -1.27 -0.06
H -1.13 1.68 0.75
H -2.23 4.06 3.30
C -0.79 -3.50 -0.53
H -0.31 -2.54 -8.31
S 2.83 5.07 -3.81
C 0.35 -1.70 -6.46
C -3.33 0.38 2.56
H -1.27 3.99 1.82
H 3.16 -2.95 1.61
H -1.33 5.51 2.74
H 3.62 -4.18 0.35
H -2.44 -0.08 2.96
C -3.28 3.31 -0.08
H -3.75 5.66 2.41
H 4.97 0.44 2.21
C 0.58 -1.84 -5.12
C 4.38 -2.25 -1.92
C -3.93 3.97 1.10
H 4.60 -1.30 -2.43
C 4.79 -0.59 0.20
C 4.44 0.54 1.23
C -0.17 -2.32 -0.90
S 4.41 4.65 -0.22
S 1.59 -0.73 -4.16
C 0.40 -2.10 -2.32
H 5.09 -0.05 -0.65
C -3.43 0.20 1.05
H 2.37 3.21 1.74
H -3.20 -0.82 0.71
H -4.94 4.33 0.85
C 2.74 2.47 2.41
H 3.77 -2.93 -2.58
P 2.68 0.88 1.57
H -0.84 -4.88 -4.80
H 5.35 -2.72 -1.70
Ge -2.55 1.50 -0.04
C -0.79 -3.78 -6.63
H 0.67 -0.79 -6.93
H -4.18 0.94 5.10
C -3.16 5.09 1.70
H -4.17 3.27 1.92
H -2.82 5.80 0.87
H 1.59 0.15 3.51
H -3.33 -0.53 5.18

Löwdin atomic charge list, values in e, 8 entries:
1 C -0.0136
2 C -0.2259
3 H 0.0760
4 H 0.0885
5 Sb -0.2150
6 H 0.0953
7 C -0.3240
8 N 0.1144


Record 3
An isolated ion of composition C5H8N3 and charge +1 in a non-equilibrium geometry. Source: the Open Molecules 2025 dataset; level of theory: ωB97M-V with the def2-TZVPD basis set.

Calculated values
Max |F|, hartree/bohr: 0.0843
M, g/mol: 110.140
Energy, eV: -9774.0527
Net charge: +1
Energy above the lowest of the compared OMol25 structures with the same formula, charge and spin, kcal/mol: 103.53
SMILES: C=[NH+]/C=C\C(N)=C=N
HOMO energy (spin up / spin down), eV: -11.48 / -11.23

Atoms and positions in Å:
H -2.96 -2.03 -0.12
C -1.32 1.06 0.09
H 0.12 2.20 -0.24
H 2.01 -2.82 0.77
H -1.81 2.05 0.11
C 1.22 0.47 0.00
H 2.81 1.91 0.00
N -2.21 0.00 0.08
C -2.09 -1.28 -0.24
H 3.15 0.27 -0.28
C 0.00 1.19 -0.12
N 1.77 -1.95 0.22
N 2.47 1.04 -0.19
H -3.20 0.26 0.48
C 1.39 -0.83 0.36
H -1.34 -1.55 -0.93

natural (NBO) atomic charge list, values in e, 8 entries:
1 H 0.2405
2 C -0.0829
3 H 0.2356
4 H 0.4596
5 H 0.2303
6 C -0.0394
7 H 0.4094
8 N -0.4210


Record 4
C32H22F9MnN2O11P3S as an isolated structure in a non-equilibrium geometry. Source: the Open Molecules 2025 dataset; level of theory: ωB97M-V with the def2-TZVPD basis set.

Calculated values
Max |F|, hartree/bohr: 0.0446
M, g/mol: 961.440
Energy, eV: -153539.8814
Net charge: -2
Spin multiplicity: 6
Energy above the lowest of the compared OMol25 structures with the same formula, charge and spin, kcal/mol: 36.99
HOMO energy (spin up / spin down), eV: -2.44 / -2.48

Atoms and positions in Å:
C 0.84 3.55 1.80
C 0.70 2.42 1.01
C 0.28 -0.20 3.15
C -0.53 1.79 0.86
F -0.33 6.43 2.53
C 0.48 1.13 -2.58
H 3.97 -2.43 2.31
H -4.73 -1.20 2.11
H -2.44 -0.26 2.07
C -4.83 -1.43 -0.02
C -1.65 2.34 1.48
C 3.68 -1.32 4.11
N 3.39 -1.86 2.92
C 3.64 -0.88 -1.64
F -6.65 -2.44 1.14
C 2.57 -0.57 4.50
O 0.03 -2.03 -1.56
C -6.25 -1.88 -0.02
O -0.27 -3.45 2.17
O -0.86 -3.92 -0.16
H -4.60 -1.67 -2.14
F 0.46 3.37 -6.10
H 3.42 -3.71 -3.47
C -0.18 5.30 3.28
H -2.62 1.89 1.37
O -0.23 -0.64 2.09
P -0.54 0.25 -0.14
H -2.38 3.85 2.81
O 3.33 0.23 6.58
F -7.11 -0.84 -0.21
C -0.28 4.06 2.45
C -1.72 1.94 -2.09
H -2.57 3.28 -3.54
H 1.57 1.97 0.54
C 1.65 -0.74 3.43
C -0.63 1.15 -1.74
C -1.72 2.67 -3.26
O 1.59 -3.90 0.60
H 4.60 -1.50 4.62
O 1.35 0.93 5.90
C 4.65 -2.02 -3.97
H 1.32 0.51 -2.30
C -2.86 -0.80 -1.24
O -0.24 0.61 3.94
C -4.13 -1.33 -1.23
F -0.69 4.82 -5.01
N 2.19 -1.52 2.49
H 4.83 0.82 -2.14
C -0.61 3.50 -5.31
H -2.59 1.98 -1.44
C -0.60 2.64 -4.09
F 0.99 5.46 3.91
H -1.11 -3.76 2.49
C -4.21 -1.06 1.17
H 5.76 -0.19 -4.19
O -1.78 -3.57 -2.41
C 0.51 1.87 -3.74
H -2.30 -0.73 -2.16
P 0.23 -4.43 0.95
Mn 0.96 -1.90 0.40
F -1.14 5.38 4.22
F -6.56 -2.76 -0.99
C 2.45 0.23 5.74
H 1.80 4.01 1.93
C -2.26 -0.34 -0.06
C -1.52 3.46 2.28
C 5.05 -0.75 -3.59
C 3.27 -2.17 -2.02
P -0.35 -3.50 -1.67
O 0.58 -4.46 -2.26
S 3.00 -0.17 -0.17
F -1.68 3.27 -6.11
C -2.94 -0.52 1.15
O -0.01 -5.84 1.30
H -2.41 -3.03 -1.93
H 2.57 -2.73 -1.39
H 1.37 1.86 -4.39
H 5.04 -2.45 -4.88
C 4.54 -0.18 -2.44
C 3.75 -2.72 -3.18
H 0.67 0.84 5.13

Löwdin atomic charge list, values in e, 8 entries:
1 C 0.0039
2 C -0.0666
3 C -0.5449
4 C -0.3064
5 F 0.1042
6 C -0.0464
7 H 0.1662
8 H 0.1186


Record 5
An isolated ion of composition C5H11IN and charge +1 in a non-equilibrium geometry. Source: the Open Molecules 2025 dataset; level of theory: ωB97M-V with the def2-TZVPD basis set.

Calculated values
Max |F|, hartree/bohr: 0.1148
M, g/mol: 212.054
Energy, eV: -14946.2375
Net charge: +1
Energy above the lowest of the compared OMol25 structures with the same formula, charge and spin, kcal/mol: 24.07
SMILES: C[C@]1(I)CCC[NH2+]1
HOMO energy, eV: -13.83

Atoms and positions in Å:
H -1.31 1.99 -0.81
C -1.19 0.91 -0.60
H -1.81 0.23 -1.05
C 0.44 -1.70 -0.53
C 0.99 -0.40 0.10
C -1.14 0.68 0.92
H 0.17 0.12 -1.93
H 1.04 1.42 -1.30
C 0.33 0.26 1.30
H 0.33 -0.45 2.12
H -1.76 -0.10 1.25
H 1.02 -2.09 -1.30
H 0.81 1.03 1.79
N 0.32 0.68 -1.10
H -1.36 1.53 1.55
H 0.59 -2.45 0.23
H -0.59 -1.58 -0.67
I 3.12 -0.08 0.01

natural (NBO) atomic charge list, values in e, 8 entries:
1 H 0.2497
2 C -0.2006
3 H 0.2256
4 C -0.6978
5 C 0.1245
6 C -0.4304
7 H 0.4209
8 H 0.4523


Record 6
C3H8N2O2S as an isolated structure in a non-equilibrium geometry. Source: the Open Molecules 2025 dataset; level of theory: ωB97M-V with the def2-TZVPD basis set.

Calculated values
Max |F|, hartree/bohr: 0.1465
M, g/mol: 136.176
Energy, eV: -21145.2772
Energy above the lowest of the compared OMol25 structures with the same formula, charge and spin, kcal/mol: 128.41
HOMO energy, eV: -9.28

Atoms and positions in Å:
H 1.65 0.22 -2.97
C -0.48 1.04 -0.47
N -0.51 -1.79 2.15
N -0.26 -0.66 1.46
H -1.34 0.93 0.32
C 0.77 0.18 1.72
H -0.26 1.35 -3.02
H -0.07 -0.47 -3.53
C 0.29 0.33 -2.69
H -1.01 -1.30 2.98
H 0.38 -2.46 2.39
O 1.10 0.34 2.92
H -0.74 1.81 -1.09
S 0.98 1.62 0.53
H -0.22 -0.96 0.40
O -0.27 -0.21 -1.11

natural (NBO) atomic charge list, values in e, 8 entries:
1 H 0.2443
2 C -0.2009
3 N -0.6544
4 N -0.4991
5 H 0.2305
6 C 0.5239
7 H 0.2205
8 H 0.2182


Record 7
A 3-piece molecular cluster, C6H14N2 overall in a non-equilibrium geometry. Source: the Open Molecules 2025 dataset; level of theory: ωB97M-V with the def2-TZVPD basis set.

Calculated values
Max |F|, hartree/bohr: 0.0830
M, g/mol: 114.192
Energy, eV: -9423.8299
Energy above the lowest of the compared OMol25 structures with the same formula, charge and spin, kcal/mol: 130.39
HOMO energy, eV: -6.18

Atoms and positions in Å:
H 0.14 0.00 -1.56
H -3.07 0.14 -0.99
N 3.09 0.25 0.30
H 0.83 -2.07 0.41
H 1.77 1.71 0.90
H 3.24 -0.45 -0.42
H -1.94 -2.16 0.70
C 0.39 -0.34 -0.56
C -2.99 -0.83 -0.50
N 0.91 -1.61 -0.48
H 3.13 -0.18 1.21
H -0.01 -0.06 1.51
H -1.97 1.52 0.74
C -1.97 -1.15 0.30
H -3.86 -1.48 -0.67
C -0.27 0.28 0.51
H -0.97 1.96 -0.65
C -0.95 1.61 0.39
H 1.95 1.54 -0.87
H -0.45 2.37 1.00
C 1.93 1.01 0.08
H 1.08 -2.07 -1.36

natural (NBO) atomic charge list, values in e, 8 entries:
1 H 0.2072
2 H 0.1664
3 N -0.8206
4 H 0.3992
5 H 0.1858
6 H 0.3678
7 H 0.1547
8 C 0.0187


Record 8
One molecule with the formula C9H15N3O in a non-equilibrium geometry. Source: the Open Molecules 2025 dataset; level of theory: ωB97M-V with the def2-TZVPD basis set.

Calculated values
Max |F|, hartree/bohr: 0.1097
M, g/mol: 181.239
Energy, eV: -16091.6265
Energy above the lowest of the compared OMol25 structures with the same formula, charge and spin, kcal/mol: 33.11
SMILES: CC1(C)CCC[C@]1(O)n1cncn1
HOMO energy, eV: -10.14

Atoms and positions in Å:
C -2.37 -0.90 -0.52
C 2.21 -0.07 0.20
C -0.14 -0.56 0.44
H -1.06 -0.79 2.14
H 1.24 1.94 -1.52
H -2.29 -1.92 -0.91
C 0.44 -1.66 -0.53
O -0.25 -1.23 1.86
C -3.18 0.97 -0.07
N -3.49 -0.28 -0.58
H 2.35 -2.35 -0.33
C 0.82 0.64 0.13
H -0.42 1.67 1.73
H 0.01 -2.54 -0.13
H 1.15 1.16 2.29
C 1.92 -1.40 -0.60
H -0.44 1.72 -1.10
N -1.42 -0.17 0.04
H 0.16 -1.55 -1.60
H -3.96 1.69 -0.03
H 2.37 -1.08 -1.63
H 2.44 -0.50 1.15
H 1.16 2.45 1.10
C 0.44 1.15 -1.25
H 3.07 0.61 0.01
H 0.45 0.42 -1.95
N -1.92 1.06 0.29
C 0.69 1.53 1.38

natural (NBO) atomic charge list, values in e, 8 entries:
1 C 0.2042
2 C -0.4066
3 C 0.4643
4 H 0.4689
5 H 0.2124
6 H 0.2170
7 C -0.4662
8 O -0.7249


Record 9
A 2-piece molecular cluster, C29H31N5O overall in a non-equilibrium geometry. Source: the Open Molecules 2025 dataset; level of theory: ωB97M-V with the def2-TZVPD basis set.

Calculated values
Max |F|, hartree/bohr: 0.0407
M, g/mol: 465.601
Energy, eV: -40071.5342
HOMO energy, eV: -6.26

Atoms and positions in Å:
C 4.32 -0.78 -2.77
C 3.01 4.34 3.24
C 0.11 0.80 1.39
H 3.97 -1.43 -1.97
H 5.16 -2.27 -4.09
H 0.27 -0.26 -0.49
N 4.17 2.79 -3.16
C -2.61 -2.23 -2.84
C 1.16 3.57 4.57
H -1.28 -0.67 -2.15
H -0.72 -3.26 -2.87
H 1.85 1.62 0.43
H -1.08 -2.40 2.84
H -3.68 0.29 2.79
C 1.21 1.65 1.32
C 1.55 2.58 2.36
C 2.64 5.38 5.50
H 5.50 1.85 -5.47
H -3.83 -4.87 -5.41
C -0.29 -0.13 0.44
C -2.95 -2.61 0.19
C 5.39 -0.28 -4.91
C -4.29 -2.41 2.23
H -2.21 -1.46 3.86
H -5.37 -3.04 -4.66
C 5.19 1.09 -4.76
H -4.56 -1.36 -3.00
N 3.46 1.33 -1.61
H -0.50 0.86 2.29
C -2.18 -4.18 -4.20
H 3.26 3.40 1.31
H -3.60 0.56 1.02
O -3.58 -3.56 -0.27
C 4.97 -1.20 -3.93
H -4.85 -3.20 1.72
C -1.76 -1.89 -0.46
N 3.54 2.63 -1.98
H -2.33 1.21 2.09
C -2.15 -1.24 -1.79
H 2.63 6.41 5.14
H -3.91 -2.81 3.18
H 1.95 5.31 6.34
C -3.49 -4.12 -4.70
C -2.25 -0.95 1.76
C -1.74 -3.23 -3.28
C -3.01 0.37 1.93
H -0.96 -2.63 -0.63
C 2.67 3.45 2.23
H 3.66 5.19 5.87
C -1.51 -1.41 3.02
N -1.37 -0.94 0.58
H -4.95 -1.57 2.45
N -3.20 -1.99 1.38
H -0.69 -0.73 3.28
C 2.26 4.41 4.42
C 4.53 1.53 -3.60
H 3.88 5.00 3.13
H 0.57 3.63 5.50
H 5.89 -0.67 -5.81
H -1.50 -4.97 -4.52
C -4.35 -3.10 -4.28
H -2.96 -0.52 -1.58
C -3.91 -2.15 -3.35
C 4.09 0.60 -2.61
C 0.80 2.67 3.58
H -0.07 2.04 3.74

natural (NBO) atomic charge list, values in e, 8 entries:
1 C -0.2372
2 C -0.2299
3 C -0.3921
4 H 0.1939
5 H 0.1978
6 H 0.2502
7 N -0.3416
8 C 0.0706


Record 10
A 2-piece molecular cluster, C2H4NP overall in a non-equilibrium geometry. Source: the Open Molecules 2025 dataset; level of theory: ωB97M-V with the def2-TZVPD basis set.

Calculated values
Max |F|, hartree/bohr: 0.0809
M, g/mol: 73.035
Energy, eV: -12912.6013
Energy above the lowest of the compared OMol25 structures with the same formula, charge and spin, kcal/mol: 90.58
HOMO energy (spin up / spin down), eV: -8.94 / -8.95

Atoms and positions in Å:
C -1.42 0.62 -0.16
C -0.89 -0.52 0.23
N -0.76 -1.72 0.15
H -0.27 -2.21 0.89
H -1.01 1.43 -0.63
H 3.00 1.24 -0.91
H -2.41 0.49 0.29
P 3.76 0.66 0.14

Taken from the natural (NBO) analysis, the atomic charges in e are:
1 C -0.6261
2 C 0.4089
3 N -0.6403
4 H 0.3698
5 H 0.2385
6 H -0.1122
7 H 0.2484
8 P 0.1131


Which formula does entry 1 have? C14H30BrFN2O4S2